55
Properties=species:S:1:pos:R:3:mulliken_charge:R:1 method="wB97M-V/def2-TZVPD" charge=-1 de_lowest_kcal_mol=15.46 energy_ha=-2380.4502 e_homo_ev=-5.31 largest_force_ha_per_bohr=0.0034
Ag -3.17 -0.17 -1.75 -0.135
F -4.83 -2.05 2.21 -0.407
Te -5.01 -0.45 1.26 2.153
F -6.07 -1.34 0.00 -0.419
F -5.46 1.19 0.48 -0.426
F -4.24 0.48 2.69 -0.415
F -6.60 -0.26 2.21 -0.391
O -3.47 -0.64 0.35 -0.877
C 3.23 -0.71 0.54 -1.162
C 2.49 -1.97 0.19 1.002
C 3.16 -3.19 0.25 -0.694
C 2.54 -4.39 -0.07 -0.523
C 1.20 -4.39 -0.44 -0.692
C 0.52 -3.18 -0.50 -0.899
C 1.14 -1.97 -0.19 0.174
Sb -0.19 -0.28 -0.38 1.125
C -0.24 0.31 1.68 0.754
C 0.38 -0.46 2.66 -0.522
C 0.28 -0.12 4.00 -0.866
C -0.46 0.99 4.37 -0.627
C -1.10 1.75 3.40 -0.665
C -1.00 1.42 2.05 0.723
C -1.75 2.23 1.03 -1.450
C 1.22 1.20 -1.07 0.565
C 1.62 2.25 -0.25 -0.071
C 2.49 3.23 -0.72 -0.853
C 2.96 3.15 -2.03 -0.640
C 2.56 2.11 -2.84 -0.759
C 1.68 1.13 -2.38 0.718
C 1.27 0.00 -3.29 -1.516
H 4.17 -0.95 1.05 0.448
H 2.64 -0.06 1.18 0.124
H 3.48 -0.14 -0.36 0.218
H 4.21 -3.20 0.54 0.366
H 3.09 -5.32 -0.01 0.363
H 0.70 -5.31 -0.68 0.403
H -0.52 -3.19 -0.80 0.378
H 0.95 -1.34 2.38 0.411
H 0.77 -0.73 4.75 0.399
H -0.56 1.26 5.42 0.361
H -1.70 2.60 3.69 0.372
H -2.23 3.10 1.49 0.475
H -2.53 1.63 0.56 0.175
H -1.09 2.60 0.24 0.222
H 1.28 2.31 0.77 0.287
H 2.80 4.04 -0.07 0.410
H 3.64 3.91 -2.41 0.363
H 2.92 2.05 -3.86 0.357
H 1.74 0.10 -4.27 0.437
H 0.19 0.00 -3.45 0.185
H 1.55 -0.97 -2.88 0.259
F -1.93 1.42 -3.91 -0.249
C -2.77 0.33 -3.77 0.527
F -2.12 -0.66 -4.48 -0.257
F -3.84 0.64 -4.57 -0.239


49
Properties=species:S:1:pos:R:3:mulliken_spin:R:1 method="wB97M-V/def2-TZVPD" multiplicity=3 s_squared=2.009 charge=-1 de_lowest_kcal_mol=49.16 energy_ha=-1301.2000 e_homo_ev="-2.11 / -2.77" largest_force_ha_per_bohr=0.1369
C -3.81 1.83 -2.89 0.120
C -4.29 0.54 -2.52 0.099
C -3.29 -0.41 -2.86 0.138
C -2.18 0.29 -3.42 0.132
C -2.50 1.68 -3.44 0.032
Au -2.38 1.06 -1.16 0.607
N -1.87 2.65 -0.37 0.252
C -2.93 2.52 0.70 -0.094
C -3.71 1.20 0.46 0.602
H -3.34 -1.49 -2.67 -0.010
H -5.25 0.32 -2.07 -0.001
H -1.24 -0.15 -3.74 -0.003
H -1.85 2.48 -3.79 0.003
H -4.33 2.78 -2.74 -0.014
H -4.79 1.37 0.31 -0.014
H -2.45 2.53 1.70 0.004
H -1.43 3.57 -0.39 0.043
H -3.53 0.45 1.23 -0.014
H -3.62 3.39 0.63 0.004
O -0.86 -1.73 -2.09 0.003
C -0.30 -1.12 -1.20 -0.005
N 0.87 -1.55 -0.69 0.008
C 1.23 -0.71 0.42 0.002
C 0.11 0.31 0.36 0.002
O -0.01 1.27 1.11 -0.001
N -0.76 0.02 -0.64 0.098
C 1.23 -1.64 1.65 0.003
C 0.32 -1.51 2.72 0.000
C 0.34 -2.44 3.77 0.000
C 1.24 -3.51 3.76 0.000
C 2.14 -3.65 2.71 0.000
C 2.13 -2.73 1.66 0.001
C 2.56 0.02 0.19 0.002
C 3.62 -0.01 1.13 0.000
C 4.80 0.70 0.89 -0.001
C 4.95 1.44 -0.28 0.001
C 3.92 1.48 -1.22 -0.001
C 2.74 0.77 -0.99 0.001
H 1.38 -2.38 -1.02 0.001
H -0.40 -0.71 2.75 0.001
H -0.37 -2.34 4.58 0.000
H 1.24 -4.23 4.57 0.000
H 2.84 -4.47 2.69 0.000
H 2.84 -2.87 0.84 0.001
H 3.54 -0.55 2.06 0.000
H 5.60 0.68 1.62 0.000
H 5.87 1.99 -0.46 0.000
H 4.04 2.06 -2.13 0.000
H 1.95 0.83 -1.73 -0.001


50
Properties=species:S:1:pos:R:3:mulliken_charge:R:1 method="wB97M-V/def2-TZVPD" smiles="Cc1cc2c(s1)Cc1c(C(=O)NC3CCCCC3)nn(-c3ccc(Cl)cc3Cl)c1-2" charge=0 de_lowest_kcal_mol=61.50 energy_ha=-2408.9079 e_homo_ev=-8.19 largest_force_ha_per_bohr=0.1404
C -0.29 -5.11 4.91 -1.209
C -0.14 -3.80 4.20 0.730
C -0.90 -3.50 3.10 -1.206
C -0.48 -2.13 2.78 0.725
C 0.46 -1.52 3.53 -0.312
S 0.82 -2.56 4.91 -0.270
C 1.03 -0.16 3.07 -0.572
C 0.11 -0.19 1.90 0.393
C -0.10 0.63 0.63 0.654
C 0.80 1.81 0.35 -0.160
O 1.70 2.11 1.19 -0.700
N 0.76 2.21 -0.98 -0.186
C 1.98 2.66 -1.73 0.330
C 1.81 4.18 -1.94 -1.060
C 2.96 4.76 -2.78 -0.612
C 3.07 4.02 -4.01 -0.453
C 3.16 2.58 -3.90 -0.588
C 2.01 2.00 -3.04 -1.165
N -1.02 0.10 -0.19 -0.864
N -1.38 -1.13 0.42 0.550
C -2.66 -1.62 0.14 -0.090
C -3.74 -1.76 1.20 -0.519
C -4.81 -2.52 0.84 -0.484
C -5.15 -2.78 -0.54 0.344
Cl -6.53 -3.75 -0.99 -0.207
C -4.21 -2.43 -1.55 -0.489
C -2.88 -1.90 -1.21 0.390
Cl -1.64 -1.74 -2.42 -0.165
C -0.70 -1.23 1.64 -0.123
H -1.28 -5.43 4.70 0.325
H 0.41 -5.74 4.34 0.278
H -0.08 -5.04 5.99 0.380
H -1.57 -4.16 2.55 0.433
H 0.83 0.66 3.74 0.307
H 2.01 -0.18 2.83 0.345
H 0.07 1.72 -1.57 0.371
H 2.91 2.51 -1.09 0.348
H 1.91 4.65 -0.96 0.343
H 0.93 4.49 -2.42 0.368
H 3.91 4.62 -2.16 0.315
H 2.80 5.84 -2.94 0.300
H 2.15 4.32 -4.59 0.236
H 4.02 4.32 -4.51 0.274
H 4.11 2.15 -3.42 0.319
H 3.10 2.26 -4.95 0.282
H 2.06 0.94 -2.78 0.393
H 1.09 2.15 -3.58 0.443
H -3.42 -1.57 2.21 0.579
H -5.46 -3.00 1.63 0.295
H -4.54 -2.75 -2.52 0.383


58
Properties=species:S:1:pos:R:3:mulliken_spin:R:1 method="wB97M-V/def2-TZVPD" multiplicity=5 s_squared=6.010 charge=0 de_lowest_kcal_mol=0.00 energy_ha=-2338.0096 e_homo_ev="-8.10 / -8.10" largest_force_ha_per_bohr=0.0137
Rh -1.24 1.00 -0.22 2.559
C -1.34 -0.01 4.57 0.001
O -2.53 -0.07 3.77 0.006
C -2.39 0.34 2.53 0.021
O -1.39 0.91 2.10 0.054
N -3.53 0.14 1.80 -0.014
N -3.32 0.16 0.42 0.106
H -1.63 -0.39 5.55 0.000
H -0.98 1.01 4.65 -0.001
H -0.57 -0.64 4.13 0.000
H -4.10 -0.62 2.15 0.002
H -4.06 0.69 -0.05 -0.003
H -3.26 -0.78 0.04 -0.006
N 1.10 0.68 -0.89 0.117
C 2.22 1.51 -0.62 -0.046
C 3.48 0.97 -0.40 0.021
C 4.57 1.79 -0.18 -0.001
C 4.41 3.17 -0.20 0.005
C 3.15 3.71 -0.40 0.002
C 2.04 2.89 -0.60 0.060
C 0.68 3.49 -0.64 0.062
C 0.35 4.58 -1.42 -0.008
C -0.89 5.21 -1.28 0.043
C -1.80 4.80 -0.33 0.005
C -1.49 3.70 0.48 0.053
C -0.32 3.02 0.20 0.741
H 1.24 -0.31 -0.72 -0.011
H 0.76 0.79 -1.84 -0.009
H 3.60 -0.11 -0.42 0.001
H 5.54 1.36 0.00 0.000
H 5.26 3.82 -0.04 0.001
H 3.01 4.78 -0.36 0.001
H 1.07 4.95 -2.15 0.004
H -1.13 6.06 -1.91 0.005
H -2.74 5.31 -0.20 0.002
H -2.16 3.38 1.27 0.014
O -3.24 -0.04 -2.59 -0.002
Cl -2.66 1.28 -2.76 -0.001
O -1.18 1.18 -2.70 0.038
O -3.09 1.90 -3.97 0.007
O -3.01 2.11 -1.58 0.053
O -1.88 -2.12 1.37 0.009
C -1.03 -2.14 0.47 -0.001
O -0.73 -1.14 -0.28 0.101
C -0.25 -3.40 0.21 0.001
C -0.36 -4.45 1.10 0.000
C 0.36 -5.64 0.92 0.001
C 1.16 -5.71 -0.18 -0.001
O 1.95 -6.75 -0.58 0.000
C 2.57 -6.34 -1.81 0.000
O 2.12 -5.01 -2.09 0.000
C 1.26 -4.67 -1.08 -0.001
C 0.58 -3.50 -0.92 0.004
H -1.02 -4.33 1.95 0.000
H 0.28 -6.47 1.62 0.000
H 2.26 -7.01 -2.61 0.000
H 3.65 -6.34 -1.68 0.000
H 0.65 -2.69 -1.63 0.001


54
Properties=species:S:1:pos:R:3:mulliken_charge:R:1 method="wB97M-V/def2-TZVPD" charge=+1 de_lowest_kcal_mol=34.91 energy_ha=-6698.3582 e_homo_ev="-10.37 / -10.37" largest_force_ha_per_bohr=0.0212
Pt -0.18 0.23 0.70 1.786
Se -0.67 -3.35 0.63 0.011
Se 0.80 -2.81 -1.08 -0.006
C 2.20 -1.84 -0.21 0.152
C 3.46 -2.42 -0.20 -0.692
C 4.54 -1.70 0.28 -0.280
C 4.32 -0.41 0.74 -0.894
C 3.03 0.09 0.71 -0.067
N 1.98 -0.60 0.25 -0.148
C -2.10 -2.12 0.24 0.481
C -3.39 -2.65 0.16 -0.703
C -4.42 -1.84 -0.26 -0.237
C -4.15 -0.53 -0.64 -0.809
C -2.86 -0.07 -0.52 -0.276
N -1.86 -0.84 -0.05 -0.213
H 3.59 -3.43 -0.57 0.427
H 5.53 -2.13 0.30 0.420
H 5.13 0.20 1.12 0.420
H 2.81 1.09 1.07 0.481
H -3.55 -3.69 0.39 0.387
H -5.43 -2.23 -0.33 0.417
H -4.92 0.13 -1.01 0.445
H -2.58 0.94 -0.77 0.553
O 1.67 -0.17 3.44 -0.765
C 0.46 -0.30 3.37 0.214
O -0.23 -0.85 2.43 -0.753
C -0.40 0.23 4.50 0.091
N 0.57 0.66 5.58 -0.060
C 0.50 -0.37 6.67 -0.623
C -0.96 -0.80 6.64 -0.605
C -1.33 -0.81 5.16 -0.653
H -0.92 1.11 4.12 0.434
H 0.37 1.60 5.93 0.387
H 1.49 0.64 5.08 0.312
H 0.84 0.06 7.60 0.429
H 1.17 -1.17 6.37 0.280
H -1.57 -0.07 7.18 0.289
H -1.10 -1.76 7.13 0.356
H -2.37 -0.56 5.00 0.375
H -1.15 -1.79 4.71 0.317
Cl 0.28 8.36 -1.42 -0.190
C 0.20 6.70 -0.92 0.416
C 0.02 5.71 -1.88 -0.794
C -0.05 4.39 -1.47 -0.260
C 0.08 4.07 -0.12 0.163
C 0.26 5.07 0.83 -0.225
C 0.32 6.40 0.43 -0.732
C 0.02 2.66 0.32 0.792
O 0.33 2.29 1.48 -0.772
O -0.35 1.76 -0.53 -0.779
H -0.07 5.98 -2.92 0.424
H -0.19 3.60 -2.19 0.474
H 0.36 4.81 1.87 0.394
H 0.45 7.20 1.15 0.414


56
Properties=species:S:1:pos:R:3:mulliken_spin:R:1 method="wB97M-V/def2-TZVPD" multiplicity=5 s_squared=6.004 charge=+2 de_lowest_kcal_mol=24.75 energy_ha=-2681.1300 e_homo_ev="-14.15 / -14.15" largest_force_ha_per_bohr=0.0282
Ho -0.77 -0.18 0.39 4.053
C -1.55 2.38 2.88 -0.002
C -2.19 2.15 1.67 0.000
C -3.20 1.19 1.60 0.001
C -3.56 0.46 2.73 -0.002
C -2.91 0.69 3.93 0.000
C -1.91 1.65 4.01 0.000
H -0.79 3.15 2.97 0.000
H -1.96 2.76 0.80 0.000
H -3.79 1.08 0.70 0.000
H -4.37 -0.26 2.68 0.000
H -3.18 0.13 4.81 0.000
H -1.41 1.84 4.95 0.000
N 2.63 2.99 -0.10 0.000
C 1.47 2.39 0.14 -0.001
N 1.10 1.25 -0.39 -0.007
C 1.96 0.64 -1.30 -0.003
N 1.64 -0.46 -1.91 0.000
N 0.44 -0.98 -1.46 -0.013
C 0.07 -2.07 -2.04 -0.007
C -1.10 -2.80 -1.55 0.000
C -1.39 -4.06 -2.04 0.000
C -2.46 -4.76 -1.49 0.000
C -3.18 -4.18 -0.47 0.000
C -2.80 -2.92 -0.01 -0.002
N -1.78 -2.24 -0.53 -0.009
C 3.29 1.19 -1.52 -0.001
C 4.25 0.56 -2.31 0.000
C 5.48 1.16 -2.49 0.000
C 5.78 2.38 -1.88 0.000
C 4.84 3.01 -1.08 0.000
C 3.60 2.41 -0.91 0.000
H 2.82 3.87 0.36 0.000
H 0.81 2.89 0.84 -0.001
H 0.67 -2.46 -2.86 -0.001
H -0.79 -4.49 -2.84 0.000
H -2.71 -5.75 -1.86 0.000
H -4.01 -4.69 0.00 0.000
H -3.32 -2.46 0.82 0.000
H 4.02 -0.38 -2.78 0.000
H 6.23 0.67 -3.10 0.000
H 6.75 2.83 -2.03 0.000
H 5.07 3.95 -0.60 0.000
N -2.49 0.41 -1.50 -0.003
N -1.56 1.49 -1.65 -0.002
H -2.71 -0.05 -2.38 0.000
H -3.36 0.80 -1.15 0.000
H -1.97 2.32 -2.07 0.000
H -0.82 1.18 -2.28 0.000
F -1.12 -1.34 2.29 -0.001
C 0.26 -1.09 2.93 0.002
F 0.39 0.28 2.30 -0.001
C 1.18 -1.94 1.94 -0.003
F 1.95 -1.16 1.12 0.000
F 1.98 -2.71 2.64 0.000
F 0.47 -2.72 1.08 0.000


52
Properties=species:S:1:pos:R:3:mulliken_charge:R:1 method="wB97M-V/def2-TZVPD" charge=+2 de_lowest_kcal_mol=72.88 energy_ha=-2120.4919 e_homo_ev="-14.35 / -14.35" largest_force_ha_per_bohr=0.0572
Ir 0.95 -1.20 0.54 2.101
O -1.09 -1.23 1.94 -0.389
C -1.03 -1.99 3.14 -0.643
C 0.26 -2.75 3.25 0.707
C 0.49 -3.55 4.37 -0.771
C 1.68 -4.26 4.48 -0.277
C 2.62 -4.13 3.46 -0.776
C 2.32 -3.32 2.39 -0.066
N 1.17 -2.65 2.28 -0.201
H -1.96 -0.84 1.84 0.226
H -1.87 -2.70 3.17 0.436
H -1.12 -1.32 4.01 0.386
H -0.26 -3.61 5.15 0.455
H 1.87 -4.89 5.33 0.462
H 3.56 -4.65 3.50 0.432
H 3.03 -3.19 1.58 0.336
N 3.28 1.01 1.33 -0.104
C 3.44 2.05 2.16 -0.149
C 2.26 2.19 2.88 -0.906
C 1.44 1.18 2.41 -0.189
N 2.07 0.47 1.48 -0.181
H 3.96 0.60 0.68 0.274
H 4.34 2.63 2.19 0.488
H 2.04 2.92 3.63 0.428
H 0.43 0.94 2.70 0.520
S 2.21 -2.33 -1.24 -0.244
C 3.51 -1.42 -0.81 0.470
N 4.41 -0.76 -0.48 -0.575
O -0.34 -0.02 -0.83 -0.648
S -1.52 -0.15 -1.76 -0.135
C -2.54 1.29 -1.39 0.795
C -2.06 2.29 -0.56 -0.340
C -2.87 3.39 -0.30 -0.632
C -4.14 3.45 -0.86 -0.529
C -4.61 2.44 -1.69 -0.619
C -3.81 1.34 -1.95 -0.530
C -0.89 0.37 -3.38 0.639
C -1.52 -0.13 -4.51 -0.235
C -1.06 0.28 -5.76 -0.615
C 0.01 1.16 -5.85 -0.514
C 0.64 1.63 -4.70 -0.675
C 0.19 1.23 -3.45 -0.351
H -1.07 2.22 -0.13 0.434
H -2.51 4.19 0.33 0.425
H -4.77 4.30 -0.65 0.415
H -5.59 2.51 -2.12 0.427
H -4.17 0.55 -2.58 0.395
H -2.35 -0.81 -4.43 0.460
H -1.54 -0.09 -6.65 0.426
H 0.35 1.48 -6.81 0.412
H 1.47 2.31 -4.78 0.417
H 0.66 1.59 -2.55 0.327


52
Properties=species:S:1:pos:R:3:mulliken_charge:R:1 method="wB97M-V/def2-TZVPD" smiles="Cc1ccc2oc(C(=O)Nc3ccc(S(=O)(=O)Nc4onc(C)c4C)cc3)c(C)c2c1" charge=0 de_lowest_kcal_mol=71.65 energy_ha=-1789.5801 e_homo_ev=-8.48 largest_force_ha_per_bohr=0.0292
C 1.21 5.62 -0.40 -1.549
C 1.32 4.18 0.01 1.010
C 0.18 3.36 -0.09 -0.789
C 0.19 2.03 0.27 -1.298
C 1.40 1.52 0.73 -0.040
O 1.65 0.25 1.13 -0.588
C 2.98 0.22 1.47 1.035
C 3.57 -1.02 1.99 0.015
O 4.59 -1.04 2.65 -0.671
N 2.89 -2.20 1.76 -0.109
C 1.91 -2.53 0.83 0.375
C 0.98 -3.52 1.16 -0.955
C 0.00 -3.87 0.27 -0.569
C -0.06 -3.24 -0.96 -0.079
S -1.36 -3.67 -2.08 1.471
O -1.31 -2.87 -3.26 -0.688
O -1.48 -5.09 -2.22 -0.749
N -2.75 -3.25 -1.17 -0.235
C -3.00 -1.92 -0.95 0.313
O -1.93 -1.12 -0.74 0.057
N -2.39 0.15 -0.50 -0.722
C -3.69 0.12 -0.56 0.753
C -4.51 1.34 -0.34 -1.234
C -4.16 -1.19 -0.85 0.142
C -5.56 -1.65 -1.00 -1.498
C 0.87 -2.28 -1.32 -0.411
C 1.87 -1.94 -0.43 -0.166
C 3.58 1.44 1.33 0.184
C 4.99 1.82 1.60 -1.717
C 2.55 2.31 0.83 1.321
C 2.51 3.66 0.46 -0.758
H 2.17 6.13 -0.29 0.344
H 0.48 6.13 0.22 0.338
H 0.89 5.70 -1.43 0.344
H -0.73 3.79 -0.46 0.468
H -0.68 1.40 0.17 0.757
H 3.19 -2.95 2.37 0.278
H 1.03 -3.99 2.13 0.409
H -0.73 -4.63 0.50 0.444
H -3.56 -3.80 -1.38 0.293
H -5.09 1.56 -1.23 0.327
H -3.86 2.18 -0.10 0.283
H -5.21 1.17 0.48 0.326
H -5.60 -2.61 -1.50 0.400
H -6.13 -0.93 -1.59 0.346
H -6.04 -1.74 -0.03 0.291
H 0.80 -1.83 -2.30 0.516
H 2.62 -1.22 -0.72 0.516
H 5.02 2.61 2.34 0.355
H 5.54 0.96 1.97 0.362
H 5.46 2.20 0.69 0.355
H 3.40 4.27 0.54 0.396